[1]
DFT (ωB97M-V/def2-TZVPD) results for an isolated ion of composition C6H7O2SSi and charge -1.

Last column: Löwdin charge in e.
CARTESIAN COORDINATES (ANGSTROEM)
C: 1.95 -0.23 -0.30  -0.141
C: 1.23 -1.17 -0.96  -0.130
C: 1.43 0.57 0.73  -0.085
C: -0.07 -1.42 -0.64  -0.104
C: 0.07 0.34 1.03  -0.127
C: -0.64 -0.65 0.37  -0.309
O: -4.14 1.74 0.19  -0.884
O: -3.08 -2.20 -0.16  -0.430
Si: -2.52 -0.99 0.58  0.400
S: -2.91 1.33 -0.72  0.496
H: 3.09 -0.15 -0.39  0.110
H: 1.74 -1.52 -1.92  0.120
H: 2.02 1.24 1.32  0.083
H: -0.66 -1.98 -1.18  0.041
H: -0.31 0.95 1.76  0.070
H: -1.94 2.52 -0.60  -0.079
H: -3.16 -0.46 1.79  -0.031

- HOMO energy (eV) = -3.3
- energy relative to the best compared isomer or geometry (same formula, charge and spin) (kJ/mol) = 0.0
- lowest unoccupied orbital energy (eV) = 3.345
- total charge = -1
- electronic energy (eV) = -29143.2532


[2]
DFT (ωB97M-V/def2-TZVPD) results for a 8-piece molecular cluster, C36H84N4O4 overall.

Last column: Löwdin charge in e.
CARTESIAN COORDINATES (ANGSTROEM)
C: 29.23 24.13 1.61  -0.050
C: 29.08 25.11 2.78  -0.183
N: 27.70 25.37 3.23  0.012
C: 26.86 25.96 2.22  -0.166
C: 25.48 25.24 2.12  -0.020
C: 27.84 26.05 4.50  -0.190
C: 26.56 26.23 5.28  -0.059
H: 30.21 24.26 1.16  0.086
H: 28.44 24.20 0.87  0.083
H: 29.22 23.14 2.07  0.051
H: 29.70 24.64 3.55  0.126
H: 29.50 26.09 2.56  0.154
H: 26.72 27.00 2.49  0.142
H: 27.43 25.91 1.29  0.121
H: 25.22 24.77 3.07  0.058
H: 24.75 26.01 1.90  0.089
H: 25.51 24.57 1.25  0.087
H: 28.07 27.10 4.34  0.152
H: 28.58 25.58 5.15  0.131
H: 26.22 25.33 5.81  0.066
H: 25.69 26.49 4.68  0.084
H: 26.61 26.95 6.09  0.082
C: 33.98 19.06 2.96  -0.087
C: 33.19 20.17 3.60  -0.233
N: 34.00 21.44 3.46  -0.188
C: 34.01 21.99 2.12  -0.250
C: 32.66 22.29 1.44  -0.076
C: 33.71 22.43 4.47  -0.244
C: 34.43 21.98 5.78  -0.075
H: 33.46 18.10 3.01  0.073
H: 34.99 18.97 3.37  0.083
H: 34.12 19.14 1.88  0.064
H: 32.18 20.22 3.19  0.079
H: 32.97 19.85 4.62  0.103
H: 34.67 22.85 2.18  0.112
H: 34.56 21.33 1.44  0.104
H: 32.07 23.01 2.00  0.042
H: 32.85 22.59 0.41  0.076
H: 32.00 21.41 1.42  0.056
H: 32.66 22.52 4.72  0.098
H: 34.16 23.36 4.12  0.111
H: 34.13 20.97 6.07  0.053
H: 34.24 22.52 6.71  0.049
H: 35.51 21.90 5.71  0.073
C: 27.40 21.79 7.03  -0.042
C: 27.53 22.47 5.61  -0.255
N: 27.55 21.44 4.60  -0.148
C: 28.93 21.17 4.27  -0.272
C: 29.14 19.92 3.47  -0.070
C: 26.86 21.99 3.38  -0.206
C: 25.34 22.08 3.55  -0.080
H: 27.39 22.38 7.95  0.057
H: 28.16 21.04 7.22  0.052
H: 26.37 21.43 6.98  0.071
H: 26.58 23.01 5.53  0.083
H: 28.30 23.23 5.51  0.100
H: 29.35 22.07 3.82  0.092
H: 29.51 20.95 5.17  0.115
H: 28.35 19.17 3.47  0.081
H: 29.43 20.10 2.43  0.073
H: 30.05 19.45 3.85  0.054
H: 27.05 21.36 2.51  0.121
H: 27.39 22.89 3.08  0.075
H: 24.90 22.86 4.17  0.047
H: 24.96 21.23 4.11  0.087
H: 24.93 22.04 2.54  0.064
C: 26.81 26.04 9.03  -0.079
C: 25.42 26.85 8.98  -0.209
N: 24.49 26.50 10.09  -0.191
C: 24.00 25.13 9.98  -0.240
C: 22.99 24.72 11.16  -0.059
C: 23.48 27.59 10.11  -0.265
C: 23.92 28.90 10.72  -0.087
H: 27.46 26.03 9.90  0.068
H: 27.54 26.37 8.30  0.042
H: 26.64 25.00 8.77  0.038
H: 25.74 27.89 9.05  0.098
H: 24.92 26.65 8.04  0.096
H: 24.86 24.46 9.99  0.098
H: 23.43 24.99 9.06  0.086
H: 22.87 23.64 11.21  0.059
H: 22.08 25.05 10.66  0.055
H: 23.28 25.20 12.10  0.075
H: 23.04 27.58 9.12  0.113
H: 22.65 27.26 10.72  0.099
H: 23.15 29.66 10.87  0.077
H: 24.44 28.73 11.66  0.084
H: 24.64 29.41 10.09  0.056
C: 29.79 17.99 6.78  -0.031
C: 29.60 17.14 5.57  -0.486
O: 30.60 16.91 4.88  0.038
C: 28.22 16.51 5.32  -0.008
H: 30.72 18.56 6.89  0.086
H: 29.58 17.37 7.66  0.092
H: 28.96 18.70 6.80  0.063
H: 28.44 15.46 5.12  0.089
H: 27.74 17.01 4.49  0.073
H: 27.54 16.56 6.17  0.077
C: 22.05 20.78 -0.51  -0.013
C: 21.67 22.08 0.24  -0.518
O: 21.36 23.03 -0.38  0.093
C: 21.59 22.12 1.74  -0.026
H: 21.21 20.12 -0.71  0.087
H: 22.76 20.19 0.08  0.067
H: 22.59 21.03 -1.43  0.081
H: 21.13 21.19 2.05  0.092
H: 21.06 23.01 2.07  0.081
H: 22.62 22.14 2.10  0.060
C: 30.62 23.13 9.09  -0.032
C: 32.06 23.60 9.12  -0.469
O: 32.52 24.24 8.17  0.028
C: 32.93 23.20 10.31  -0.012
H: 30.23 23.03 8.07  0.065
H: 29.99 23.73 9.74  0.084
H: 30.45 22.13 9.50  0.079
H: 33.31 22.21 10.08  0.089
H: 32.32 23.15 11.21  0.085
H: 33.78 23.88 10.22  0.088
C: 22.25 22.26 7.18  -0.003
C: 22.57 23.49 6.29  -0.441
O: 23.61 24.13 6.46  0.007
C: 21.56 23.88 5.17  -0.007
H: 22.40 21.35 6.59  0.084
H: 21.21 22.34 7.50  0.080
H: 22.93 22.39 8.02  0.075
H: 21.68 24.83 4.66  0.082
H: 20.59 23.78 5.66  0.079
H: 21.55 23.13 4.37  0.050

- HOMO energy (spin up / spin down) (eV) = -10.0 / -10.0
- lowest unoccupied orbital energy (spin up / spin down) (eV) = -2.008 / -6.780
- total charge = +1
- spin multiplicity = 2
- expectation value of S² = 0.755
- electronic energy (eV) = -52833.0018


[3]
DFT (ωB97M-V/def2-TZVPD) results for one molecule with the formula C8H14N4O3.

Last column: Löwdin charge in e.
CARTESIAN COORDINATES (ANGSTROEM)
H: 4.09 -0.32 -0.50  0.039
N: 3.85 -0.61 0.45  0.108
C: 2.71 -1.24 0.34  -0.458
N: 2.11 -1.78 1.44  0.132
C: 1.84 -1.47 -0.91  -0.163
N: 0.47 -1.80 -0.68  0.043
C: -0.40 -0.93 -0.61  -0.107
C: -0.17 0.56 -0.50  -0.126
C: 0.98 1.12 -0.35  0.041
N: 2.06 1.68 -0.17  -0.296
O: 2.88 1.93 -1.03  0.022
O: 2.41 1.86 1.26  0.054
C: -1.57 1.14 -0.67  -0.123
C: -2.32 1.08 0.66  -0.180
O: -3.03 -0.19 0.91  -0.152
C: -4.05 -0.22 -0.03  -0.166
H: 1.12 -1.59 1.44  0.091
H: 2.72 -1.69 2.25  0.103
H: 2.04 -0.69 -1.56  0.091
H: 2.13 -2.30 -1.49  0.110
H: -1.49 -1.34 -0.46  0.158
H: 3.24 1.38 1.31  0.066
H: -2.21 0.68 -1.38  0.075
H: -1.43 2.25 -0.91  0.152
H: -2.98 1.97 0.72  0.128
H: -1.71 1.31 1.43  0.085
H: -4.77 0.58 0.15  0.101
H: -4.73 -1.00 0.04  0.057
H: -3.80 -0.36 -1.14  0.114

- HOMO energy (eV) = -9.1
- energy relative to the best compared isomer or geometry (same formula, charge and spin) (kJ/mol) = 626.9
- lowest unoccupied orbital energy (eV) = -0.001
- SMILES = [H]/N=C(/N)C/N=C\C(=C=[N+]([O-])O)CCOC
- electronic energy (eV) = -20618.0716


[4]
DFT (ωB97M-V/def2-TZVPD) results for H2ORb as an isolated structure.

Last column: Löwdin charge in e.
CARTESIAN COORDINATES (ANGSTROEM)
Rb: -3.00 -21.24 -18.81  1.050
O: -0.15 -21.68 -18.87  -0.139
H: 0.57 -21.20 -19.29  0.058
H: -0.27 -22.45 -19.43  0.031

- HOMO energy (eV) = -16.5
- energy relative to the best compared isomer or geometry (same formula, charge and spin) (kJ/mol) = 16.4
- lowest unoccupied orbital energy (eV) = -4.216
- total charge = +1
- electronic energy (eV) = -2729.9552


[5]
DFT (ωB97M-V/def2-TZVPD) results for a 6-piece molecular cluster, C32H64INO17 overall.

Last column: Löwdin charge in e.
CARTESIAN COORDINATES (ANGSTROEM)
C: 1.85 -1.79 -0.50  -0.158
C: 0.27 -2.06 -0.82  -0.277
C: -0.52 -0.72 -1.44  -0.226
C: -2.13 -1.08 -1.35  -0.239
C: -3.12 0.22 -1.44  -0.206
C: -4.52 -0.33 -2.18  -0.219
C: -5.88 0.13 -1.37  -0.219
C: -7.07 0.28 -2.49  -0.206
C: -7.91 -1.15 -2.69  -0.198
C: -9.45 -1.00 -2.15  -0.187
C: -9.70 -1.66 -0.64  -0.301
N: -10.96 -1.02 -0.11  -0.541
I: -10.60 0.43 1.31  0.948
C: -12.00 -2.03 0.32  -0.404
O: -13.17 -2.02 -0.37  -0.009
O: -11.85 -3.05 1.38  -0.020
H: 2.14 -2.51 0.41  0.077
H: 2.57 -2.11 -1.39  0.082
H: 2.02 -0.68 -0.14  0.074
H: 0.14 -2.93 -1.61  0.115
H: -0.29 -2.37 0.19  0.104
H: -0.26 -0.74 -2.61  0.119
H: -0.21 0.28 -0.93  0.111
H: -2.37 -1.78 -2.26  0.114
H: -2.29 -1.60 -0.30  0.115
H: -3.42 0.68 -0.38  0.113
H: -2.71 1.11 -2.11  0.102
H: -4.54 -1.52 -2.23  0.112
H: -4.46 0.06 -3.28  0.101
H: -6.14 -0.77 -0.64  0.110
H: -5.72 1.09 -0.70  0.109
H: -6.55 0.63 -3.50  0.101
H: -7.78 1.17 -2.16  0.111
H: -7.35 -2.08 -2.26  0.112
H: -7.98 -1.29 -3.87  0.115
H: -10.17 -1.59 -2.87  0.113
H: -9.80 0.13 -2.09  0.113
H: -8.73 -1.43 -0.01  0.092
H: -9.76 -2.85 -0.73  0.137
H: -11.50 -3.89 0.96  0.128
C: -7.99 -0.41 7.56  -0.069
C: -8.18 1.04 7.97  -0.219
O: -8.06 1.91 6.85  0.024
C: -9.15 1.99 6.04  -0.545
O: -10.20 1.39 6.20  0.108
O: -8.85 2.82 5.01  -0.002
C: -9.89 2.92 4.03  -0.067
H: -7.04 -0.53 7.02  0.081
H: -7.98 -1.07 8.43  0.080
H: -8.78 -0.74 6.88  0.076
H: -7.40 1.32 8.68  0.123
H: -9.14 1.18 8.48  0.125
H: -10.85 3.17 4.50  0.104
H: -9.97 1.98 3.48  -0.020
H: -9.62 3.71 3.33  0.100
C: 7.32 -2.53 4.21  -0.061
C: 6.68 -2.02 2.93  -0.221
O: 5.25 -2.12 3.00  0.023
C: 4.64 -1.14 3.71  -0.549
O: 5.19 -0.20 4.27  0.104
O: 3.31 -1.39 3.71  -0.012
C: 2.55 -0.48 4.50  -0.053
H: 6.97 -3.54 4.44  0.084
H: 8.41 -2.55 4.11  0.072
H: 7.06 -1.90 5.06  0.077
H: 7.00 -2.65 2.09  0.125
H: 7.00 -1.00 2.70  0.118
H: 2.76 0.56 4.23  0.097
H: 2.76 -0.64 5.57  0.099
H: 1.49 -0.68 4.33  0.094
C: -7.01 3.47 -9.08  -0.069
C: -7.71 2.96 -7.83  -0.220
O: -6.77 2.37 -6.92  0.021
C: -6.05 3.24 -6.18  -0.548
O: -6.15 4.46 -6.20  0.106
O: -5.19 2.53 -5.41  -0.020
C: -4.31 3.34 -4.63  -0.045
H: -6.41 2.68 -9.53  0.082
H: -7.74 3.83 -9.81  0.080
H: -6.33 4.30 -8.84  0.075
H: -8.42 2.17 -8.11  0.123
H: -8.29 3.75 -7.33  0.125
H: -4.86 4.07 -4.03  0.100
H: -3.59 3.84 -5.29  0.101
H: -3.76 2.69 -3.95  0.077
C: 13.91 -4.88 2.02  -0.069
C: 12.55 -5.15 1.41  -0.219
O: 11.55 -4.29 1.97  0.023
C: 11.53 -3.02 1.48  -0.547
O: 12.27 -2.58 0.61  0.101
O: 10.57 -2.33 2.13  -0.018
C: 10.50 -0.95 1.77  -0.042
H: 13.86 -4.93 3.12  0.082
H: 14.65 -5.60 1.67  0.080
H: 14.27 -3.87 1.77  0.075
H: 12.25 -6.18 1.64  0.124
H: 12.57 -5.07 0.32  0.124
H: 10.41 -0.83 0.69  0.096
H: 11.38 -0.42 2.15  0.102
H: 9.61 -0.52 2.24  0.088
C: 13.61 1.45 -1.38  -0.066
C: 12.25 1.18 -2.00  -0.217
O: 11.25 2.04 -1.44  0.018
C: 11.23 3.31 -1.93  -0.549
O: 11.97 3.75 -2.79  0.104
O: 10.27 4.00 -1.27  -0.009
C: 10.20 5.38 -1.63  -0.053
H: 13.56 1.40 -0.29  0.080
H: 14.35 0.73 -1.74  0.082
H: 13.97 2.46 -1.64  0.075
H: 11.95 0.15 -1.76  0.119
H: 12.27 1.26 -3.09  0.125
H: 10.11 5.50 -2.72  0.097
H: 11.08 5.91 -1.26  0.099
H: 9.31 5.81 -1.17  0.094

- HOMO energy (eV) = -9.3
- energy relative to the best compared isomer or geometry (same formula, charge and spin) (kJ/mol) = 612.8
- lowest unoccupied orbital energy (eV) = -0.734
- SMILES = CCCCCCCCCCCN(I)C(=O)O.CCOC(=O)OC.CCOC(=O)OC.CCOC(=O)OC.CCOC(=O)OC.CCOC(=O)OC
- electronic energy (eV) = -78613.2613


[6]
DFT (ωB97M-V/def2-TZVPD) results for C2H8N2O2P as an isolated structure.

Last column: Löwdin charge in e.
CARTESIAN COORDINATES (ANGSTROEM)
C: 1.35 1.36 0.51  -0.188
C: 0.15 -0.75 -0.82  -0.202
N: -1.03 -2.44 0.45  -0.043
N: -0.82 -1.50 -0.45  -0.264
O: 2.82 -0.50 -1.02  -0.410
O: 1.99 -1.02 1.36  -0.411
P: 1.81 -0.35 0.05  0.240
H: 2.34 1.76 0.75  0.040
H: 0.98 1.73 -0.39  -0.018
H: 0.61 1.20 1.26  0.032
H: -0.25 0.22 -1.20  -0.029
H: -0.82 1.25 -2.34  0.028
H: -0.14 -2.80 0.82  0.009
H: -1.59 1.35 -2.53  0.056
H: -1.79 -1.14 -0.74  0.157

- HOMO energy (spin up / spin down) (eV) = -4.0 / -4.0
- energy relative to the best compared isomer or geometry (same formula, charge and spin) (kJ/mol) = 366.1
- lowest unoccupied orbital energy (spin up / spin down) (eV) = 4.074 / 4.074
- total charge = -1
- electronic energy (eV) = -18567.1274


[7]
DFT (ωB97M-V/def2-TZVPD) results for C37H36HoI2N2O5PS4 as an isolated structure.

Last column: Löwdin charge in e.
CARTESIAN COORDINATES (ANGSTROEM)
Ho: 1.27 0.09 -1.72  1.080
C: 2.60 -0.07 1.89  -0.020
C: 1.70 0.87 1.15  -0.310
N: 2.19 1.53 0.10  -0.097
N: 1.59 2.72 -0.10  -0.127
C: 1.42 3.32 -1.23  -1.122
S: 1.54 2.64 -2.81  0.498
S: 0.97 5.01 -1.10  0.906
C: 0.52 5.17 0.69  -0.398
C: 1.65 5.49 1.62  -0.286
C: 2.35 4.49 2.28  -0.042
C: 3.36 4.79 3.17  -0.090
C: 3.69 6.12 3.42  -0.106
C: 3.00 7.13 2.77  -0.099
C: 1.99 6.82 1.87  -0.058
C: 0.35 1.22 1.57  -0.171
C: 0.09 1.66 2.87  -0.068
C: -1.15 2.17 3.21  -0.111
C: -2.15 2.21 2.25  -0.087
C: -1.93 1.75 0.97  -0.014
C: -0.69 1.25 0.58  -0.375
O: -0.48 0.80 -0.64  -0.318
H: 3.65 0.25 1.74  0.100
H: 2.35 -0.05 2.97  0.090
H: 2.51 -1.10 1.51  0.066
H: -0.23 5.98 0.69  0.078
H: 0.03 4.22 0.97  0.074
H: 2.08 3.44 2.06  0.089
H: 3.90 3.99 3.68  0.105
H: 4.49 6.37 4.12  0.102
H: 3.24 8.18 2.97  0.106
H: 1.43 7.63 1.37  0.117
H: 0.90 1.66 3.61  0.123
H: -1.34 2.54 4.23  0.107
H: -3.14 2.62 2.52  0.112
H: -2.73 1.78 0.22  0.119
I: 4.68 1.34 -2.00  0.830
C: 4.20 1.13 -4.08  -1.056
I: 3.05 -0.69 -4.34  0.967
H: 5.13 1.05 -4.65  -0.031
H: 3.57 1.96 -4.35  -0.087
O: 0.84 -2.21 -2.34  -0.540
S: 2.03 -2.61 -1.53  0.445
O: 3.06 -3.26 -2.29  -0.308
O: 2.50 -1.38 -0.83  -0.484
C: 1.42 -3.74 -0.30  -0.266
C: 2.17 -4.86 0.04  -0.043
C: 1.65 -5.76 0.95  -0.067
C: 0.39 -5.56 1.49  -0.060
C: -0.35 -4.44 1.14  -0.062
C: 0.16 -3.51 0.24  -0.330
P: -0.72 -1.97 -0.25  1.130
C: -1.68 -1.75 1.30  -0.343
C: -0.91 -1.39 2.41  -0.102
C: -1.51 -1.04 3.61  -0.079
C: -2.89 -1.08 3.73  -0.087
C: -3.66 -1.49 2.65  -0.085
C: -3.07 -1.81 1.44  -0.078
C: -2.04 -2.70 -1.27  -0.381
C: -3.11 -1.87 -1.59  -0.210
C: -4.18 -2.33 -2.34  -0.094
C: -4.19 -3.64 -2.79  -0.093
C: -3.11 -4.47 -2.52  -0.083
C: -2.04 -4.01 -1.76  -0.064
H: 3.15 -5.00 -0.43  0.125
H: 2.24 -6.65 1.23  0.116
H: -0.03 -6.28 2.20  0.114
H: -1.36 -4.30 1.55  0.121
H: 0.18 -1.37 2.32  0.105
H: -0.90 -0.73 4.46  0.116
H: -3.38 -0.79 4.66  0.111
H: -4.75 -1.55 2.73  0.107
H: -3.70 -2.14 0.61  0.094
H: -3.10 -0.82 -1.22  0.118
H: -5.02 -1.66 -2.57  0.115
H: -5.03 -4.02 -3.38  0.110
H: -3.10 -5.50 -2.89  0.111
H: -1.20 -4.68 -1.54  0.117
C: -2.50 0.36 -4.18  -0.183
S: -1.22 -0.63 -3.33  0.862
C: -1.13 -1.97 -4.55  -0.200
O: 0.04 0.17 -3.57  -0.756
H: -2.60 0.06 -5.25  0.070
H: -2.20 1.42 -4.09  0.075
H: -3.46 0.20 -3.65  0.047
H: -2.10 -2.52 -4.57  0.067
H: -0.32 -2.65 -4.23  0.051
H: -0.90 -1.53 -5.54  0.075

- HOMO energy (spin up / spin down) (eV) = -7.0 / -7.0
- energy relative to the best compared isomer or geometry (same formula, charge and spin) (kJ/mol) = 0.0
- lowest unoccupied orbital energy (spin up / spin down) (eV) = -0.002 / 0.004
- spin multiplicity = 5
- expectation value of S² = 6.004
- electronic energy (eV) = -146802.1305


Question: The lowest electronic energy belongs to which entry?
Answer: C37H36HoI2N2O5PS4